1.
16
Properties=species:S:1:pos:R:3 method="wB97M-V/def2-TZVPD" charge=+1 lumo_ha=-0.2340 total_energy_ev=-6363.277 de_lowest_kcal_mol=49.55 largest_force_ev_per_a=4.579 e_homo_ev=-14.964 homo_lumo_gap_ha=0.3159 molar_mass_da=75.13
C -2.124 0.038 -0.750
C 0.291 -0.707 1.271
C 2.258 0.196 0.102
C -0.863 0.305 -1.262
O 0.780 0.256 0.358
H -2.902 0.460 -1.456
H -2.256 0.617 0.088
H -2.229 -1.014 -0.504
H 0.824 -0.712 2.244
H -0.734 -0.559 1.342
H 0.444 -1.741 0.918
H 2.453 -0.451 -0.747
H 2.347 1.214 -0.128
H 2.871 -0.112 0.927
H -0.173 -0.410 -1.774
H -0.690 1.297 -1.697

---

2.
5
Properties=species:S:1:pos:R:3 method="wB97M-V/def2-TZVPD" lumo_ha=-0.0021 total_energy_ev=-6531.711 de_lowest_kcal_mol=7.01 largest_force_ev_per_a=4.473 e_homo_ev=-9.535 homo_lumo_gap_ha=0.3483 molar_mass_da=59.03
N 3.166 0.973 1.160
N 2.412 0.345 0.669
N 0.125 -0.696 0.464
O -0.239 -1.820 0.303
H 0.146 -0.280 -0.396

---

3.
10
Properties=species:S:1:pos:R:3 method="wB97M-V/def2-TZVPD" lumo_ha=0.0232 total_energy_ev=-73701.317 de_lowest_kcal_mol=36.48 largest_force_ev_per_a=5.486 e_homo_ev=-9.705 homo_lumo_gap_ha=0.3799 molar_mass_da=123.98
C -0.024 0.126 -1.125
N -0.755 -0.328 -0.218
C -0.855 0.236 1.040
H 0.536 1.188 -1.256
H 0.048 -0.658 -1.853
H -0.246 -0.364 1.579
H -0.637 1.366 0.863
H -1.804 0.230 1.506
Br 2.346 -1.316 -0.038
H 1.392 -0.482 -0.498

---

4.
96
Properties=species:S:1:pos:R:3 method="wB97M-V/def2-TZVPD" lumo_ha=-0.0204 total_energy_ev=-73568.303 de_lowest_kcal_mol=47.50 largest_force_ev_per_a=2.765 e_homo_ev=-8.336 homo_lumo_gap_ha=0.2860 molar_mass_da=720.67
N 11.256 -16.396 15.898
C 10.076 -17.053 16.022
N 10.180 -18.115 16.871
O 8.984 -16.743 15.545
H 11.265 -15.591 15.285
H 12.075 -16.833 16.262
H 11.091 -18.315 17.229
H 9.349 -18.616 17.126
N 11.012 -12.614 9.169
C 11.626 -11.995 8.139
N 12.328 -12.845 7.321
O 11.626 -10.777 7.994
H 10.413 -11.992 9.692
H 11.020 -13.615 9.231
H 12.653 -12.441 6.462
H 12.262 -13.831 7.480
N 9.440 -16.997 12.102
C 10.387 -16.562 11.207
N 11.584 -17.172 11.351
O 10.216 -15.543 10.549
H 8.671 -16.371 12.336
H 9.589 -17.839 12.626
H 11.673 -17.929 12.000
H 12.296 -16.830 10.727
N 4.972 -16.972 12.212
C 6.177 -16.562 12.704
N 6.542 -17.230 13.832
O 6.864 -15.676 12.197
H 4.656 -16.620 11.326
H 4.610 -17.750 12.726
H 7.292 -16.749 14.313
H 6.091 -18.067 14.140
N 10.524 -12.775 12.534
C 11.742 -12.448 13.033
N 12.484 -13.520 13.397
O 12.102 -11.267 13.068
H 10.036 -13.646 12.534
H 10.047 -11.903 12.342
H 12.189 -14.462 13.231
H 13.477 -13.368 13.563
N 14.967 -10.816 15.061
C 15.374 -11.273 16.238
N 16.739 -11.352 16.373
O 14.590 -11.668 17.109
H 15.677 -10.404 14.461
H 13.961 -10.733 15.017
H 17.124 -11.920 17.105
H 17.345 -11.162 15.588
N 4.725 -13.832 13.992
C 5.531 -12.776 13.730
N 6.681 -13.100 13.101
O 5.303 -11.599 14.042
H 4.743 -14.591 13.336
H 3.847 -13.710 14.466
H 7.128 -12.244 12.805
H 6.909 -14.059 12.827
N 8.158 -13.756 9.662
C 7.654 -13.355 8.498
N 7.848 -14.264 7.500
O 7.051 -12.287 8.290
H 8.956 -14.373 9.685
H 7.974 -13.066 10.385
H 8.322 -15.133 7.659
H 7.451 -14.077 6.597
N 14.047 -10.155 11.444
C 14.246 -9.110 10.600
N 13.536 -9.081 9.457
O 15.061 -8.208 10.844
H 14.563 -10.079 12.303
H 13.122 -10.556 11.501
H 13.650 -8.272 8.876
H 12.846 -9.768 9.203
N 15.869 -16.054 14.261
C 15.788 -14.770 14.693
N 16.383 -14.538 15.876
O 15.164 -13.897 14.087
H 16.515 -16.690 14.692
H 15.296 -16.396 13.514
H 16.639 -15.383 16.352
H 16.437 -13.588 16.207
N 8.419 -9.845 9.251
C 8.594 -9.896 10.566
N 8.737 -8.695 11.190
O 8.697 -10.904 11.300
H 8.019 -10.705 8.853
H 8.092 -8.989 8.841
H 8.966 -7.865 10.673
H 9.101 -8.848 12.118
N 17.088 -10.384 11.090
C 16.905 -10.820 12.350
N 16.656 -12.151 12.440
O 17.053 -10.010 13.289
H 17.451 -9.446 11.050
H 17.171 -11.118 10.413
H 16.351 -12.581 13.302
H 16.403 -12.582 11.570

---

5.
86
Properties=species:S:1:pos:R:3 method="wB97M-V/def2-TZVPD" lumo_ha=-0.0216 total_energy_ev=-111674.207 de_lowest_kcal_mol=9.11 largest_force_ev_per_a=1.699 e_homo_ev=-7.675 homo_lumo_gap_ha=0.2605 molar_mass_da=760.79
Rb -1.468 0.537 -0.810
O -3.534 3.160 -0.084
C -4.647 2.320 -0.366
C -5.123 1.570 0.877
N -4.021 0.845 1.480
C -3.355 1.439 2.606
C -1.844 1.283 2.446
O -1.259 0.674 3.444
O -1.257 1.710 1.462
C -4.047 -0.615 1.467
C -3.243 -1.105 0.234
O -2.124 -1.614 0.472
O -3.717 -0.824 -0.887
H -2.869 2.611 0.358
H -4.392 1.573 -1.125
H -5.435 2.971 -0.749
H -5.898 0.866 0.570
H -5.561 2.278 1.592
H -3.653 1.009 3.572
H -3.551 2.512 2.620
H -5.074 -0.991 1.429
H -3.555 -0.995 2.364
C 1.961 -2.800 0.462
C 1.061 -1.748 0.336
N 0.729 -1.265 -0.847
C 1.285 -1.811 -1.927
C 2.249 -2.810 -1.783
N 2.576 -3.308 -0.598
C 0.832 -1.308 -3.248
C 1.185 -1.944 -4.436
C 0.780 -1.402 -5.652
C -0.017 -0.262 -5.610
C -0.395 0.261 -4.377
N 0.051 -0.233 -3.229
C -1.367 1.377 -4.283
C -2.323 1.585 -5.278
N -3.198 2.579 -5.221
C -3.156 3.355 -4.146
C -2.249 3.122 -3.118
N -1.348 2.151 -3.196
C 1.172 -2.017 -6.941
C 2.339 -2.766 -7.065
C 2.656 -3.333 -8.290
N 1.908 -3.197 -9.379
C 0.796 -2.477 -9.265
C 0.387 -1.880 -8.085
H 2.204 -3.243 1.420
H 0.587 -1.294 1.199
H 2.785 -3.217 -2.631
H 1.736 -2.872 -4.416
H -0.331 0.225 -6.521
H -2.403 0.926 -6.135
H -3.867 4.172 -4.108
H -2.250 3.725 -2.219
H 3.015 -2.893 -6.231
H 3.556 -3.926 -8.406
H 0.200 -2.380 -10.166
H -0.551 -1.343 -8.061
C 3.640 1.935 4.913
C 2.879 2.793 5.921
C 1.501 2.235 6.271
C 0.515 2.243 5.096
Ge 0.556 0.722 3.826
C 0.730 -1.065 4.639
C 2.118 -1.478 5.127
C 3.171 -1.481 4.021
C 4.523 -1.993 4.507
H 4.621 2.362 4.706
H 3.099 1.870 3.965
H 3.786 0.922 5.295
H 2.761 3.805 5.523
H 3.466 2.878 6.838
H 1.077 2.833 7.081
H 1.615 1.217 6.659
H 0.608 3.172 4.527
H -0.507 2.199 5.477
H 1.293 0.949 2.506
H 0.355 -1.776 3.898
H 0.018 -1.070 5.468
H 2.055 -2.480 5.561
H 2.448 -0.809 5.928
H 3.286 -0.465 3.630
H 2.821 -2.105 3.194
H 4.907 -1.373 5.320
H 5.256 -1.989 3.700
H 4.433 -3.016 4.879

---

What did the fifth record say?
86
Properties=species:S:1:pos:R:3 method="wB97M-V/def2-TZVPD" lumo_ha=-0.0216 total_energy_ev=-111674.207 de_lowest_kcal_mol=9.11 largest_force_ev_per_a=1.699 e_homo_ev=-7.675 homo_lumo_gap_ha=0.2605 molar_mass_da=760.79
Rb -1.468 0.537 -0.810
O -3.534 3.160 -0.084
C -4.647 2.320 -0.366
C -5.123 1.570 0.877
N -4.021 0.845 1.480
C -3.355 1.439 2.606
C -1.844 1.283 2.446
O -1.259 0.674 3.444
O -1.257 1.710 1.462
C -4.047 -0.615 1.467
C -3.243 -1.105 0.234
O -2.124 -1.614 0.472
O -3.717 -0.824 -0.887
H -2.869 2.611 0.358
H -4.392 1.573 -1.125
H -5.435 2.971 -0.749
H -5.898 0.866 0.570
H -5.561 2.278 1.592
H -3.653 1.009 3.572
H -3.551 2.512 2.620
H -5.074 -0.991 1.429
H -3.555 -0.995 2.364
C 1.961 -2.800 0.462
C 1.061 -1.748 0.336
N 0.729 -1.265 -0.847
C 1.285 -1.811 -1.927
C 2.249 -2.810 -1.783
N 2.576 -3.308 -0.598
C 0.832 -1.308 -3.248
C 1.185 -1.944 -4.436
C 0.780 -1.402 -5.652
C -0.017 -0.262 -5.610
C -0.395 0.261 -4.377
N 0.051 -0.233 -3.229
C -1.367 1.377 -4.283
C -2.323 1.585 -5.278
N -3.198 2.579 -5.221
C -3.156 3.355 -4.146
C -2.249 3.122 -3.118
N -1.348 2.151 -3.196
C 1.172 -2.017 -6.941
C 2.339 -2.766 -7.065
C 2.656 -3.333 -8.290
N 1.908 -3.197 -9.379
C 0.796 -2.477 -9.265
C 0.387 -1.880 -8.085
H 2.204 -3.243 1.420
H 0.587 -1.294 1.199
H 2.785 -3.217 -2.631
H 1.736 -2.872 -4.416
H -0.331 0.225 -6.521
H -2.403 0.926 -6.135
H -3.867 4.172 -4.108
H -2.250 3.725 -2.219
H 3.015 -2.893 -6.231
H 3.556 -3.926 -8.406
H 0.200 -2.380 -10.166
H -0.551 -1.343 -8.061
C 3.640 1.935 4.913
C 2.879 2.793 5.921
C 1.501 2.235 6.271
C 0.515 2.243 5.096
Ge 0.556 0.722 3.826
C 0.730 -1.065 4.639
C 2.118 -1.478 5.127
C 3.171 -1.481 4.021
C 4.523 -1.993 4.507
H 4.621 2.362 4.706
H 3.099 1.870 3.965
H 3.786 0.922 5.295
H 2.761 3.805 5.523
H 3.466 2.878 6.838
H 1.077 2.833 7.081
H 1.615 1.217 6.659
H 0.608 3.172 4.527
H -0.507 2.199 5.477
H 1.293 0.949 2.506
H 0.355 -1.776 3.898
H 0.018 -1.070 5.468
H 2.055 -2.480 5.561
H 2.448 -0.809 5.928
H 3.286 -0.465 3.630
H 2.821 -2.105 3.194
H 4.907 -1.373 5.320
H 5.256 -1.989 3.700
H 4.433 -3.016 4.879